Record 1
Entry from OMol25: 15 unconnected molecules or ions with the total composition C54H145N15O22 at a distorted geometry (ωB97M-V with the def2-TZVPD basis set).

## Properties
E (Ha): -4620.461837
Highest occupied orbital energy (eV): -8.399
LUMO level (eV): 0.07

```
236
C54H145N15O22 ωB97M-V with the def2-TZVPD basis set
C 5.096 1.011 -12.182
O 4.577 1.991 -12.627
N 4.788 0.372 -11.129
N 6.230 0.645 -12.659
H 4.107 0.918 -10.621
H 5.410 -0.372 -10.846
H 6.622 -0.193 -12.256
H 6.655 1.163 -13.415
C 9.179 -5.972 -5.467
O 8.775 -5.305 -6.338
N 10.242 -6.713 -5.557
N 8.712 -6.078 -4.266
H 10.491 -7.412 -4.871
H 10.554 -6.983 -6.479
H 9.293 -6.687 -3.708
H 7.887 -5.590 -3.949
C 10.227 -1.562 -7.074
O 11.386 -1.925 -7.070
N 9.938 -0.322 -7.394
N 9.183 -2.308 -6.940
H 8.963 -0.058 -7.392
H 10.651 0.244 -7.831
H 8.346 -1.954 -7.380
H 9.308 -3.273 -6.668
C 7.094 1.390 -8.473
O 7.276 0.473 -7.722
N 8.006 1.813 -9.306
N 5.970 2.030 -8.691
H 8.923 1.392 -9.350
H 7.829 2.589 -9.927
H 5.914 2.824 -9.313
H 5.209 1.846 -8.053
C 5.107 -8.212 -12.788
C 5.202 -9.773 -12.236
O 3.941 -10.229 -11.980
H 6.072 -7.856 -13.149
H 4.690 -7.604 -11.985
H 4.450 -8.232 -13.657
H 5.833 -10.051 -11.392
H 5.571 -10.586 -12.862
H 3.801 -10.084 -11.041
C 6.389 -8.273 -4.818
C 6.719 -9.246 -3.700
O 5.983 -8.811 -2.614
H 7.279 -8.248 -5.446
H 6.064 -7.300 -4.449
H 5.597 -8.656 -5.461
H 7.786 -9.264 -3.479
H 6.447 -10.272 -3.946
H 5.094 -9.168 -2.561
C 2.526 -5.632 -9.724
C 2.509 -6.642 -8.469
O 1.271 -7.139 -8.174
H 2.148 -6.196 -10.577
H 3.568 -5.337 -9.848
H 1.950 -4.712 -9.626
H 2.762 -6.133 -7.539
H 3.176 -7.503 -8.418
H 1.374 -7.962 -7.691
C 9.173 -9.403 -12.170
C 10.694 -9.471 -12.127
O 11.271 -10.743 -11.756
H 8.946 -8.507 -12.747
H 8.707 -9.297 -11.190
H 8.726 -10.290 -12.619
H 10.996 -8.530 -11.667
H 10.963 -9.273 -13.165
H 12.217 -10.628 -11.641
C 19.104 -4.493 -10.538
O 18.345 -3.632 -9.733
C 18.143 -4.050 -8.363
C 17.189 -3.189 -7.622
N 15.938 -3.085 -8.273
C 14.957 -4.112 -7.933
C 13.549 -3.757 -8.441
O 13.100 -4.395 -9.591
C 11.690 -4.436 -9.678
H 19.234 -4.028 -11.515
H 18.502 -5.400 -10.597
H 20.067 -4.706 -10.075
H 19.141 -4.145 -7.934
H 17.727 -5.057 -8.408
H 17.498 -2.163 -7.420
H 17.098 -3.504 -6.582
H 16.184 -3.244 -9.240
H 14.872 -4.248 -6.855
H 15.321 -5.016 -8.420
H 13.605 -2.766 -8.892
H 12.886 -3.915 -7.590
H 11.197 -3.488 -9.466
H 11.395 -5.249 -9.013
H 11.459 -4.854 -10.657
C 9.004 -1.030 -11.394
O 7.738 -1.620 -11.203
C 7.807 -2.890 -10.488
C 6.296 -3.219 -10.184
N 6.144 -4.611 -9.766
C 6.560 -5.003 -8.393
C 6.951 -6.463 -8.309
O 5.881 -7.207 -8.958
C 6.123 -8.626 -8.922
H 8.863 -0.052 -11.853
H 9.542 -1.642 -12.117
H 9.587 -0.814 -10.499
H 8.456 -3.022 -9.623
H 8.032 -3.574 -11.307
H 5.823 -3.006 -11.144
H 5.889 -2.602 -9.383
H 6.424 -5.382 -10.355
H 5.815 -4.902 -7.603
H 7.381 -4.363 -8.070
H 7.024 -6.910 -7.317
H 7.877 -6.673 -8.844
H 6.550 -8.985 -7.985
H 6.865 -8.974 -9.639
H 5.224 -9.241 -8.975
C 5.993 -3.877 -14.178
O 4.835 -4.676 -14.244
C 3.987 -4.513 -13.172
C 2.720 -5.322 -13.625
N 2.134 -4.908 -14.933
C 1.265 -3.712 -14.686
C 0.480 -3.298 -15.970
O 0.738 -1.870 -16.104
C 0.078 -1.410 -17.287
H 6.568 -4.283 -13.346
H 5.848 -2.797 -14.137
H 6.565 -4.030 -15.093
H 3.548 -3.551 -12.908
H 4.489 -4.901 -12.286
H 2.032 -4.976 -12.854
H 2.715 -6.399 -13.797
H 2.953 -4.641 -15.460
H 1.912 -2.851 -14.518
H 0.488 -3.881 -13.941
H -0.545 -3.656 -15.874
H 0.766 -3.716 -16.935
H 0.508 -1.909 -18.155
H 0.257 -0.362 -17.527
H -1.010 -1.482 -17.275
C 13.601 -6.947 -12.432
O 14.437 -5.781 -12.782
C 15.463 -5.415 -11.906
C 16.059 -4.007 -12.468
N 15.144 -3.064 -13.055
C 14.068 -2.753 -12.090
C 12.960 -1.827 -12.749
O 12.365 -2.494 -13.772
C 11.591 -3.642 -13.409
H 13.638 -7.142 -11.360
H 13.739 -7.858 -13.014
H 12.602 -6.610 -12.709
H 16.205 -6.209 -11.822
H 14.914 -5.347 -10.967
H 16.863 -4.086 -13.199
H 16.438 -3.558 -11.549
H 14.629 -3.583 -13.752
H 14.444 -2.175 -11.245
H 13.520 -3.608 -11.693
H 13.548 -0.952 -13.027
H 12.280 -1.420 -12.001
H 10.823 -3.769 -14.172
H 11.073 -3.519 -12.458
H 12.123 -4.578 -13.579
C 8.753 -10.939 -6.334
O 8.228 -11.640 -7.451
C 8.860 -11.474 -8.681
C 8.605 -12.771 -9.525
N 7.211 -13.255 -9.433
C 6.666 -14.020 -10.589
C 6.826 -15.575 -10.713
O 6.038 -16.246 -9.733
C 5.333 -17.456 -10.162
H 8.075 -11.181 -5.516
H 8.815 -9.851 -6.375
H 9.777 -11.219 -6.086
H 9.943 -11.410 -8.576
H 8.685 -10.616 -9.331
H 9.183 -13.542 -9.016
H 8.782 -12.573 -10.582
H 7.369 -13.848 -8.631
H 7.163 -13.797 -11.533
H 5.630 -13.710 -10.721
H 7.858 -15.877 -10.530
H 6.629 -15.910 -11.731
H 4.755 -17.139 -11.030
H 4.667 -17.794 -9.368
H 6.043 -18.183 -10.555
C 7.077 5.845 -15.665
O 7.864 4.872 -15.055
C 9.232 4.746 -15.634
C 9.786 3.244 -15.517
N 8.952 2.194 -16.143
C 8.983 0.923 -15.546
C 7.886 0.058 -16.100
O 7.709 -1.207 -15.372
C 8.814 -2.083 -15.430
H 7.412 6.176 -16.647
H 7.088 6.689 -14.975
H 6.048 5.589 -15.918
H 9.884 5.485 -15.168
H 9.242 5.098 -16.665
H 9.533 3.061 -14.473
H 10.835 3.143 -15.792
H 8.006 2.543 -16.207
H 8.666 1.040 -14.509
H 9.953 0.433 -15.633
H 8.003 0.165 -17.179
H 6.966 0.595 -15.870
H 9.111 -2.113 -16.478
H 8.494 -3.051 -15.046
H 9.671 -1.732 -14.855
C 4.255 -2.003 -6.903
O 5.017 -3.082 -6.275
C 4.435 -4.121 -5.492
C 4.859 -3.787 -4.055
N 6.264 -4.043 -3.892
C 6.885 -3.517 -2.652
C 6.314 -4.198 -1.391
O 5.401 -3.291 -0.776
C 4.854 -3.651 0.489
H 3.798 -2.497 -7.760
H 4.966 -1.230 -7.198
H 3.512 -1.513 -6.274
H 4.914 -5.050 -5.803
H 3.349 -4.177 -5.568
H 4.324 -4.362 -3.298
H 4.453 -2.796 -3.852
H 6.639 -3.618 -4.728
H 6.962 -2.434 -2.751
H 7.928 -3.835 -2.669
H 7.137 -4.437 -0.717
H 5.901 -5.178 -1.631
H 3.950 -3.085 0.710
H 5.628 -3.542 1.249
H 4.411 -4.635 0.335
```



Record 2
Entry from OMol25: 13 unconnected molecules or ions with the total composition C54H146N12O15 at a distorted geometry (ωB97M-V with the def2-TZVPD basis set).

## Properties
E (Ha): -3930.363795
Highest occupied orbital energy (eV): -8.222
LUMO level (eV): 0.53

```
227
C54H146N12O15 ωB97M-V with the def2-TZVPD basis set
C -1.695 -0.813 -4.338
O -1.255 -2.010 -4.922
C -0.880 -1.883 -6.267
C -1.013 -3.216 -6.997
N -0.094 -4.144 -6.360
C -0.096 -5.472 -6.930
C 0.575 -5.651 -8.296
O 0.416 -4.589 -9.212
C 1.004 -4.865 -10.469
H -1.586 -0.799 -3.255
H -2.740 -0.582 -4.573
H -1.122 0.031 -4.746
H 0.151 -1.525 -6.373
H -1.490 -1.179 -6.851
H -0.772 -3.028 -8.041
H -2.075 -3.493 -6.893
H -0.322 -4.147 -5.373
H -1.114 -5.887 -6.995
H 0.497 -6.113 -6.273
H 0.170 -6.569 -8.746
H 1.634 -5.904 -8.142
H 0.304 -4.644 -11.282
H 1.327 -5.894 -10.622
H 1.812 -4.137 -10.591
C -2.571 -4.790 -1.044
O -2.891 -4.935 -2.411
C -2.214 -5.997 -3.057
C -0.699 -5.960 -2.796
N -0.166 -4.678 -3.201
C 1.147 -4.302 -2.712
C 1.147 -3.934 -1.227
O 2.431 -3.540 -0.817
C 2.715 -3.762 0.531
H -1.549 -4.668 -0.683
H -2.977 -5.684 -0.546
H -3.197 -3.992 -0.642
H -2.387 -5.868 -4.125
H -2.605 -6.972 -2.741
H -0.304 -6.787 -3.402
H -0.479 -6.257 -1.761
H -0.898 -3.992 -3.049
H 1.403 -3.424 -3.306
H 1.858 -5.125 -2.791
H 0.823 -4.813 -0.650
H 0.406 -3.145 -1.032
H 2.807 -4.815 0.815
H 1.948 -3.310 1.183
H 3.611 -3.211 0.816
C 1.477 0.175 0.998
C 0.632 1.432 0.742
C -0.664 1.084 0.010
O -1.479 0.199 0.749
C -1.630 -1.096 0.219
N 0.290 1.946 2.105
H 0.895 -0.562 1.563
H 2.315 0.355 1.666
H 1.705 -0.249 0.017
H 1.219 2.164 0.184
H -0.565 0.774 -1.040
H -1.230 2.014 -0.137
H -2.053 -1.791 0.939
H -0.655 -1.485 -0.110
H -2.204 -1.127 -0.719
H -0.325 1.184 2.395
H -0.303 2.777 2.085
C -0.354 3.973 5.833
C 0.934 4.009 6.628
C 0.766 4.889 7.867
O 1.884 4.721 8.724
C 1.783 5.518 9.879
N 1.384 2.657 6.958
H -0.236 3.605 4.806
H -0.780 4.961 5.629
H -1.080 3.314 6.311
H 1.742 4.484 6.054
H -0.181 4.572 8.330
H 0.716 5.955 7.617
H 1.025 5.122 10.558
H 1.746 6.593 9.683
H 2.733 5.415 10.417
H 2.058 2.775 7.710
H 0.653 2.059 7.341
C -2.779 3.481 -2.393
C -3.937 2.581 -2.818
C -4.343 2.750 -4.254
O -5.612 2.171 -4.446
C -6.045 2.149 -5.791
N -3.500 1.196 -2.576
H -2.715 3.397 -1.308
H -2.863 4.538 -2.662
H -1.853 3.170 -2.882
H -4.774 2.765 -2.134
H -3.566 2.300 -4.891
H -4.330 3.813 -4.531
H -6.584 1.217 -5.944
H -5.206 2.287 -6.478
H -6.720 2.982 -6.024
H -3.503 0.984 -1.585
H -4.194 0.556 -2.957
C 2.965 -2.860 -5.918
C 4.320 -2.141 -5.832
C 4.739 -1.799 -4.380
O 4.184 -0.638 -3.811
C 2.848 -0.668 -3.392
N 5.320 -3.046 -6.412
H 2.934 -3.687 -5.206
H 2.741 -3.151 -6.941
H 2.191 -2.151 -5.624
H 4.173 -1.223 -6.411
H 5.816 -1.626 -4.379
H 4.505 -2.659 -3.733
H 2.642 0.157 -2.714
H 2.578 -1.601 -2.878
H 2.177 -0.624 -4.258
H 6.263 -2.766 -6.173
H 5.127 -3.963 -6.026
C -0.842 -2.954 3.289
C -1.496 -4.033 2.448
C -0.728 -5.363 2.429
O -1.505 -6.274 1.657
C -0.905 -7.534 1.494
N -2.875 -4.249 2.898
H -0.642 -3.278 4.311
H -1.479 -2.073 3.280
H 0.138 -2.706 2.870
H -1.440 -3.708 1.402
H -0.596 -5.722 3.462
H 0.297 -5.335 2.039
H -1.661 -8.311 1.641
H -0.086 -7.736 2.187
H -0.533 -7.685 0.473
H -2.809 -4.395 3.903
H -3.206 -5.133 2.525
C 4.619 3.103 4.633
C 3.420 3.040 3.665
C 3.984 2.666 2.295
O 4.559 3.804 1.689
C 5.104 3.548 0.419
N 2.492 1.988 4.147
H 4.204 3.344 5.625
H 5.329 3.919 4.485
H 5.195 2.186 4.768
H 3.049 4.060 3.812
H 3.131 2.357 1.671
H 4.632 1.790 2.398
H 4.822 2.574 0.007
H 6.200 3.541 0.446
H 4.821 4.332 -0.287
H 1.975 2.543 4.835
H 1.731 1.934 3.443
C -1.039 0.125 5.263
C -0.337 -0.364 6.523
C -1.072 -0.089 7.825
O -0.998 1.334 8.034
C -1.438 1.683 9.311
N -0.082 -1.823 6.388
H -1.930 -0.449 5.011
H -0.329 0.023 4.437
H -1.273 1.191 5.291
H 0.609 0.181 6.596
H -0.676 -0.587 8.714
H -2.135 -0.349 7.738
H -0.770 1.417 10.141
H -2.407 1.243 9.585
H -1.619 2.754 9.422
H 0.852 -1.955 6.018
H -0.103 -2.223 7.319
C 0.192 5.416 -0.360
C 0.372 6.241 0.915
C -0.759 6.024 1.881
O -0.981 4.615 2.072
C -2.319 4.294 2.346
N 1.639 5.949 1.577
H -0.823 5.517 -0.763
H 0.369 4.352 -0.197
H 0.862 5.740 -1.158
H 0.387 7.296 0.631
H -1.692 6.431 1.475
H -0.636 6.474 2.870
H -2.382 3.201 2.335
H -3.072 4.635 1.630
H -2.584 4.553 3.379
H 2.445 5.940 0.963
H 1.663 5.014 1.975
C 2.730 3.546 -7.151
C 2.630 2.086 -6.744
C 1.479 1.926 -5.758
O 1.859 2.447 -4.510
C 0.749 2.480 -3.638
N 2.416 1.232 -7.936
H 3.413 3.722 -7.985
H 3.074 4.102 -6.277
H 1.760 3.976 -7.403
H 3.567 1.720 -6.311
H 1.265 0.846 -5.672
H 0.558 2.342 -6.184
H -0.022 3.144 -4.041
H 1.041 2.883 -2.668
H 0.334 1.481 -3.464
H 2.471 0.244 -7.743
H 3.110 1.551 -8.598
C -6.128 0.301 -0.254
C -5.581 1.286 0.777
C -5.654 0.600 2.135
O -5.449 1.626 3.121
C -5.396 1.136 4.420
N -4.150 1.546 0.456
H -5.741 -0.726 -0.271
H -6.051 0.626 -1.293
H -7.188 0.112 -0.039
H -6.211 2.172 0.744
H -4.874 -0.153 2.283
H -6.652 0.182 2.319
H -6.320 0.704 4.832
H -5.235 1.984 5.096
H -4.582 0.444 4.666
H -3.857 1.898 1.366
H -3.678 0.650 0.381
C 3.969 -0.141 6.683
C 4.927 -0.460 5.515
O 4.288 -0.332 4.277
H 3.018 -0.638 6.496
H 3.855 0.942 6.702
H 4.379 -0.508 7.625
H 5.313 -1.478 5.607
H 5.816 0.180 5.601
H 3.699 0.444 4.236
```



Summary of energy relative to the best compared isomer or geometry (same formula, charge and spin) in eV
0.000, 0.000
(order as listed above)